Record 1
Below is a molecular structure, C41H42P2SW at a distorted geometry, with properties calculated with ωB97M-V/def2-TZVPD.

Cartesian coordinates (Å):
1 C 1.749 2.605 -1.220
2 H -2.428 -0.849 1.899
3 C -4.207 -4.180 0.083
4 C -1.266 -1.885 -3.874
5 H -4.963 -4.864 0.482
6 H -0.018 -3.158 6.931
7 H 1.221 -0.947 -4.170
8 H 2.555 3.058 -3.375
9 C 3.276 2.217 -5.221
10 C -0.043 2.165 2.721
11 C 2.395 4.967 0.103
12 H -1.972 1.571 -0.046
13 H 4.115 3.883 0.883
14 C -0.845 2.341 3.924
15 H 1.499 -4.598 -4.460
16 H -3.078 2.082 2.687
17 H 3.504 1.745 -0.280
18 H -3.833 1.172 1.395
19 H 0.457 -1.226 8.446
20 H -0.111 2.739 4.632
21 H 1.271 -3.483 -2.214
22 C 0.941 -0.823 4.733
23 P -0.738 -1.422 -1.256
24 C -1.154 -2.466 -5.137
25 H -2.196 3.097 0.822
26 H -1.542 3.131 3.669
27 C -0.573 1.187 -2.249
28 C -2.408 0.053 2.534
29 C 1.008 3.771 -1.470
30 C 0.649 -1.130 7.374
31 C -2.139 -2.454 -0.744
32 H -2.505 0.199 -2.103
33 C -4.382 -2.791 0.134
34 H 3.227 -0.761 -0.928
35 C -3.056 -4.694 -0.524
36 H -5.348 -2.382 0.430
37 H 3.831 3.126 -5.502
38 H -2.918 -5.764 -0.633
39 H -2.571 1.602 5.007
40 H -1.819 -0.969 4.290
41 C 0.731 -3.823 -4.283
42 C -1.615 1.178 4.605
43 C 0.591 -2.076 5.117
44 C 0.604 -3.213 -3.026
45 H 1.720 1.163 5.028
46 C 2.608 2.165 -3.994
47 W 1.134 -0.834 -0.316
48 H -0.024 -3.879 -6.316
49 H 0.190 3.733 -2.191
50 C -2.091 -3.830 -1.027
51 H 2.196 -0.804 -6.482
52 H -1.029 0.909 5.491
53 C -2.883 1.332 1.927
54 H -0.904 2.024 -2.877
55 H 3.245 -2.512 -0.397
56 H 0.499 -2.915 4.433
57 C 3.163 1.113 -6.087
58 C 1.821 -0.074 -4.462
59 H -2.019 -1.117 -3.734
60 C -1.759 -0.042 3.701
61 H 0.244 1.966 0.664
62 H -1.315 -4.229 -1.677
63 H 0.768 5.859 -1.027
64 C 1.334 4.951 -0.804
65 C 2.886 2.646 -0.394
66 C 1.967 0.999 -3.558
67 H 1.491 0.871 7.544
68 H 3.384 -1.165 0.838
69 H -1.845 -2.168 -5.955
70 H 2.623 5.881 0.649
71 C -1.417 0.166 -1.924
72 H -3.453 -0.861 -0.133
73 C -0.500 2.105 1.467
74 C -0.140 -3.432 -5.318
75 C -1.875 2.038 0.958
76 C 2.381 -0.007 -5.741
77 P 1.178 0.945 -1.853
78 C 1.172 0.071 6.867
79 C 3.033 -1.481 -0.166
80 C 1.318 0.248 5.455
81 H 1.045 2.070 2.849
82 C -3.325 -1.940 -0.218
83 C 3.211 3.838 0.270
84 S 0.465 -0.416 1.689
85 H 3.650 1.152 -7.057
86 C 0.362 -2.210 6.527
87 C -0.400 -2.261 -2.837

The spin multiplicity is 3. Its relative energy (zero: lowest compared OMol25 entry of this formula, charge and spin) is 51.85 kcal/mol. The LUMO energy (spin up / spin down) comes out at -7.05 / -8.55 eV. For the gap between HOMO and LUMO (spin up / spin down), the calculation gives 5.75 / 4.82 eV. The value obtained for the HOMO energy (spin up / spin down) is -12.79 / -13.37 eV. Its charge is +2.

For reference, the Mulliken charges in units of e are:
1 C 0.075
2 H 0.609
3 C -0.647
4 C -0.124
5 H 0.418
6 H 0.398
7 H 0.181
8 H 0.393
9 C -0.916
10 C 0.047
11 C -0.597
12 H -0.585
13 H 0.456
14 C -1.604
15 H 0.444
16 H 0.584
17 H 0.373
18 H 0.697
19 H 0.396
20 H 0.513
21 H 0.484
22 C 1.035
23 P 0.826
24 C -0.854
25 H 0.543
26 H 0.650
27 C -0.589
28 C -0.466
29 C -0.002
30 C -0.685
31 C 0.631
32 H 1.002
33 C -0.708
34 H 0.390
35 C -0.764
36 H 0.432
37 H 0.423
38 H 0.440
39 H 0.417
40 H 0.645
41 C -0.835
42 C -0.869
43 C -0.856
44 C -0.077
45 H 0.509
46 C -0.477
47 W 1.232
48 H 0.433
49 H 0.355
50 C -0.689
51 H 0.437
52 H 0.207
53 C -1.221
54 H 0.691
55 H 0.476
56 H 0.453
57 C -0.480
58 C 0.306
59 H 0.478
60 C -0.539
61 H 0.840
62 H 0.351
63 H 0.454
64 C -0.822
65 C -0.266
66 C 0.601
67 H 0.407
68 H 0.344
69 H 0.445
70 H 0.450
71 C -1.595
72 H 0.315
73 C -0.442
74 C -0.572
75 C -0.231
76 C -0.799
77 P 0.530
78 C -0.330
79 C -1.081
80 C -1.028
81 H 0.500
82 C -0.286
83 C -0.726
84 S 0.297
85 H 0.398
86 C -0.234
87 C -0.016

Record 2
Below is a molecular structure, C41H43B2ClIN10O3S3Yb at a distorted geometry, with properties calculated with ωB97M-V/def2-TZVPD.

Cartesian coordinates (Å):
1 H 1.896 1.244 4.564
2 H -0.363 1.512 7.966
3 H -2.581 -0.710 -5.087
4 H 5.307 -2.674 0.782
5 C 1.360 0.360 4.863
6 N -5.083 -1.507 1.503
7 C -1.475 3.248 -0.582
8 H 3.271 0.833 8.743
9 C -4.722 1.660 3.247
10 H -5.552 -1.143 0.687
11 N 0.479 -2.443 -1.186
12 C 4.337 -2.639 0.309
13 H 0.907 1.804 9.160
14 C 2.849 0.216 7.952
15 C 0.258 0.319 -10.379
16 C -0.569 0.232 -11.475
17 H 1.317 0.500 -10.473
18 C -1.354 -0.472 -3.369
19 I 4.442 0.349 0.989
20 H -5.393 1.243 3.969
21 C 3.646 -1.440 0.232
22 C 1.630 0.911 7.329
23 C 0.794 0.224 -3.640
24 N -1.946 -0.177 -7.662
25 O 1.788 -0.168 -0.438
26 N -0.186 -0.147 -2.816
27 C -2.651 0.546 4.155
28 N -2.268 4.123 0.041
29 H 1.733 0.482 -3.166
30 H -5.835 3.012 1.905
31 N 0.239 0.214 -7.876
32 H 1.469 0.576 -5.659
33 H -6.687 -0.995 2.700
34 S -1.945 1.801 -1.329
35 C -0.738 0.007 -7.029
36 B -0.044 -1.280 1.980
37 C 2.382 -1.304 -0.340
38 H -2.836 -0.347 -7.223
39 H -4.324 3.388 -0.464
40 C -0.080 -1.986 5.522
41 H -5.235 -1.460 3.588
42 H 0.281 -1.422 7.528
43 N -3.379 1.382 3.246
44 H -0.623 -2.882 5.782
45 H 1.811 3.691 -1.038
46 C 0.948 3.026 -1.070
47 Yb -0.302 -0.187 -0.112
48 C -1.941 -0.008 -11.350
49 O 0.805 -0.288 2.545
50 H 1.154 2.162 -0.409
51 C -1.711 -0.080 -9.006
52 H -2.284 -0.342 3.633
53 Cl 4.684 -5.262 -0.204
54 H -3.302 0.256 4.979
55 C 0.441 -1.150 6.496
56 H -1.781 1.090 4.534
57 C 3.782 -3.777 -0.233
58 H -2.129 -2.595 2.210
59 H -1.916 6.000 0.967
60 H 2.366 -5.817 -1.441
61 C -1.491 5.170 0.441
62 H -6.235 -2.706 2.801
63 C 2.492 -3.757 -0.797
64 C -0.215 4.936 0.055
65 C -3.815 -1.894 1.301
66 C 1.125 0.030 6.196
67 C -4.934 2.541 2.240
68 C 1.840 -4.877 -1.358
69 H 0.791 2.670 -2.092
70 C 0.836 -0.464 3.888
71 S -3.153 -1.668 -0.224
72 C 2.048 2.298 6.832
73 H -1.141 -3.395 -1.955
74 C 1.770 -2.529 -0.790
75 H 2.908 2.238 6.172
76 S -1.119 2.032 2.021
77 C -0.107 -3.520 -1.656
78 H -4.180 4.870 0.879
79 H -3.593 -0.368 -10.023
80 H 0.682 5.507 0.188
81 C -5.847 -1.685 2.713
82 H 0.024 -5.588 -2.232
83 N -3.747 2.814 1.623
84 C 0.656 0.286 -5.014
85 H 0.302 0.175 8.905
86 N -3.135 -2.497 2.282
87 H 2.326 2.922 7.679
88 C -0.319 0.166 -9.120
89 C -1.602 -0.428 -4.726
90 H -3.531 -2.599 3.202
91 B -3.724 3.858 0.448
92 N -0.210 3.737 -0.612
93 H -2.544 -0.052 -12.244
94 C -0.574 -0.040 -5.590
95 C -2.799 2.097 2.237
96 H 3.610 0.047 7.192
97 H 1.230 2.782 6.304
98 H -0.152 0.353 -12.463
99 C -2.536 -0.172 -10.117
100 C 0.546 -4.753 -1.791
101 H -2.143 -0.771 -2.688
102 C 0.548 1.107 8.404
103 O -0.424 -2.124 3.062
104 H 2.569 -0.746 8.376
105 C 0.099 -1.605 4.209

The spin multiplicity is 2. Its relative energy (zero: lowest compared OMol25 entry of this formula, charge and spin) is 18.88 kcal/mol. The LUMO energy (spin up / spin down) comes out at -0.31 / -0.31 eV. For the gap between HOMO and LUMO (spin up / spin down), the calculation gives 6.96 / 6.96 eV. The value obtained for the HOMO energy (spin up / spin down) is -7.27 / -7.27 eV. Its charge is 0.

Results of the Mulliken charge analysis, in e, for atoms 1 through 99:
1 H 0.443
2 H 0.358
3 H 0.296
4 H 0.448
5 C -0.658
6 N -0.012
7 C -0.424
8 H 0.448
9 C -0.501
10 H 0.239
11 N 0.550
12 C -0.560
13 H 0.457
14 C -1.683
15 C -0.792
16 C -0.458
17 H 0.441
18 C -0.423
19 I -0.047
20 H 0.597
21 C -0.154
22 C 2.066
23 C -0.966
24 N 0.040
25 O -0.465
26 N 0.696
27 C -1.104
28 N -0.047
29 H 0.772
30 H 0.542
31 N -0.642
32 H 0.539
33 H 0.372
34 S -0.223
35 C -0.256
36 B 1.237
37 C -0.067
38 H 0.163
39 H -0.092
40 C -2.083
41 H 0.227
42 H 0.355
43 N 0.294
44 H 0.430
45 H 0.341
46 C -0.762
47 Yb -0.480
48 C -0.418
49 O 0.373
50 H 0.297
51 C 0.697
52 H 0.152
53 Cl -0.283
54 H 0.358
55 C -0.458
56 H 0.538
57 C 0.752
58 H 0.039
59 H 0.509
60 H 0.443
61 C -0.490
62 H 0.323
63 C -0.302
64 C -0.497
65 C 0.394
66 C 0.674
67 C -0.887
68 C -0.855
69 H 0.271
70 C -0.397
71 S -0.488
72 C -1.990
73 H 0.457
74 C 0.851
75 H 0.338
76 S -0.202
77 C -0.412
78 H -0.190
79 H 0.383
80 H 0.437
81 C -0.986
82 H 0.430
83 N 0.505
84 C -0.965
85 H 0.353
86 N -0.257
87 H 0.442
88 C 0.556
89 C -0.949
90 H 0.283
91 B 0.215
92 N 0.306
93 H 0.385
94 C 1.264
95 C -0.237
96 H 0.376
97 H 0.434
98 H 0.377
99 C -0.998